Record 1
# C34H49MnN4SbSi3

C34H49MnN4SbSi3 as an isolated structure (wB97M-V/def2-TZVPD, OMol25).

Calculated values
**Calculated total energy**: -3803.8549 hartree
**2S+1**: 6

Atoms and positions in Å:
Mn1 0.647 0.171 1.707
C1 -2.626 -0.088 2.389
N1 -1.244 0.026 2.826
C2 -1.025 0.360 4.055
C3 0.283 0.686 4.513
C4 0.759 0.982 5.790
C5 2.127 1.230 5.647
C6 2.412 1.088 4.288
N2 1.308 0.765 3.593
C7 -3.154 -1.501 2.273
C8 -2.351 -2.611 2.478
C9 -2.865 -3.893 2.315
C10 -4.191 -4.073 1.957
C11 -5.006 -2.963 1.767
C12 -4.489 -1.688 1.923
H1 -2.699 0.384 1.403
H2 -3.282 0.487 3.053
H3 -1.856 0.443 4.759
H4 0.179 0.997 6.700
H5 2.829 1.486 6.424
H6 3.363 1.211 3.790
H7 -1.320 -2.478 2.767
H8 -2.222 -4.750 2.470
H9 -4.592 -5.070 1.830
H10 -6.046 -3.093 1.495
H11 -5.127 -0.825 1.764
C13 1.515 -1.429 -2.973
Sb1 0.331 -1.126 -1.204
C14 1.868 -0.711 0.215
C15 3.036 0.125 -0.186
C16 3.339 1.328 0.471
C17 4.475 2.040 0.140
C18 5.310 1.548 -0.853
C19 4.951 0.354 -1.453
N3 3.862 -0.343 -1.139
Si1 2.507 -2.331 0.902
C20 2.978 -3.627 -0.377
C21 4.021 -1.952 1.945
C22 1.221 -3.132 2.020
C23 -0.748 0.780 -1.806
C24 -1.121 1.677 -0.657
C25 -2.248 2.516 -0.748
C26 -2.531 3.449 0.222
C27 -1.677 3.574 1.311
C28 -0.611 2.710 1.371
N4 -0.344 1.773 0.441
Si2 0.180 1.911 -3.041
C29 1.897 2.351 -2.458
C30 -0.708 3.563 -3.218
C31 0.278 1.202 -4.777
Si3 -2.302 0.011 -2.642
C32 -1.864 -1.432 -3.762
C33 -3.307 1.146 -3.771
C34 -3.463 -0.633 -1.320
H12 2.175 -2.260 -2.728
H13 2.137 -0.569 -3.204
H14 0.888 -1.697 -3.820
H15 2.685 1.703 1.252
H16 4.708 2.966 0.651
H17 6.212 2.066 -1.148
H18 5.578 -0.076 -2.229
H19 3.697 -3.215 -1.088
H20 2.106 -3.977 -0.935
H21 3.428 -4.497 0.109
H22 4.827 -1.527 1.343
H23 4.397 -2.864 2.416
H24 3.777 -1.240 2.737
H25 0.303 -3.360 1.473
H26 0.970 -2.504 2.881
H27 1.618 -4.072 2.414
H28 -2.885 2.446 -1.614
H29 -3.401 4.085 0.122
H30 -1.837 4.305 2.091
H31 0.067 2.742 2.219
H32 1.872 2.760 -1.447
H33 2.302 3.122 -3.120
H34 2.588 1.510 -2.458
H35 -0.643 4.161 -2.307
H36 -1.759 3.477 -3.494
H37 -0.203 4.122 -4.012
H38 0.830 0.268 -4.840
H39 0.808 1.940 -5.387
H40 -0.702 1.053 -5.232
H41 -1.197 -1.151 -4.578
H42 -2.804 -1.770 -4.208
H43 -1.432 -2.283 -3.237
H44 -2.709 1.619 -4.550
H45 -3.873 1.928 -3.264
H46 -4.039 0.505 -4.272
H47 -2.961 -1.339 -0.655
H48 -4.291 -1.165 -1.797
H49 -3.895 0.162 -0.709


Record 2
# C31H39N11OSSr

C31H39N11OSSr as an isolated structure (wB97M-V/def2-TZVPD, OMol25).

Calculated values
**Charge**: +2
**Calculated total energy**: -2310.7295 hartree
**2S+1**: 1

Atoms and positions in Å:
Sr1 0.667 -0.907 0.310
C1 1.200 -2.766 2.564
C2 -0.118 -3.124 1.776
C3 -1.372 -2.349 2.161
C4 -2.272 -2.929 3.048
C5 -3.392 -2.218 3.445
C6 -3.587 -0.940 2.947
C7 -2.654 -0.436 2.060
N1 -1.577 -1.118 1.667
N2 1.720 -1.371 2.535
C8 3.181 -1.316 2.644
C9 3.921 -1.643 1.365
C10 5.257 -2.013 1.435
C11 5.942 -2.285 0.264
C12 5.268 -2.195 -0.944
C13 3.938 -1.824 -0.928
N3 3.273 -1.539 0.200
C14 1.050 -0.495 3.494
C15 1.394 0.953 3.206
C16 1.576 1.856 4.242
C17 2.005 3.141 3.953
C18 2.270 3.471 2.634
C19 2.032 2.518 1.659
N4 1.564 1.293 1.917
H1 1.983 -3.401 2.146
H2 1.059 -3.063 3.609
H3 -0.308 -4.172 2.001
H4 0.012 -3.139 0.681
H5 -2.095 -3.930 3.420
H6 -4.103 -2.658 4.132
H7 -4.442 -0.345 3.234
H8 -2.772 0.553 1.632
H9 3.519 -1.973 3.456
H10 3.463 -0.303 2.935
H11 5.748 -2.091 2.397
H12 6.984 -2.574 0.295
H13 5.758 -2.409 -1.883
H14 3.376 -1.733 -1.848
H15 1.313 -0.755 4.528
H16 -0.029 -0.619 3.410
H17 1.415 1.543 5.266
H18 2.162 3.859 4.747
H19 2.663 4.440 2.359
H20 2.234 2.748 0.620
N5 -3.410 3.272 -3.931
C20 -2.351 2.903 -2.903
C21 -1.174 2.278 -3.622
C22 -0.076 1.879 -2.620
N6 -0.432 0.722 -1.800
C23 0.313 3.085 -1.767
C24 -0.866 3.798 -1.097
N7 -1.467 2.948 -0.056
C25 -1.939 4.148 -2.137
H21 -3.678 2.456 -4.487
H22 -3.050 3.979 -4.577
H23 -4.251 3.651 -3.492
H24 -2.833 2.185 -2.238
H25 -0.758 3.004 -4.332
H26 -1.483 1.395 -4.191
H27 0.790 1.587 -3.213
H28 -0.671 -0.099 -2.346
H29 -1.237 0.959 -1.226
H30 0.834 3.809 -2.398
H31 1.024 2.759 -1.010
H32 -0.503 4.745 -0.685
H33 -2.079 3.501 0.536
H34 -0.734 2.598 0.554
H35 -1.520 4.883 -2.834
H36 -2.799 4.613 -1.644
O1 0.317 -2.111 -1.646
N8 0.077 -2.809 -2.702
C26 0.652 -2.406 -3.801
C27 1.505 -1.250 -3.795
N9 2.176 -0.318 -3.731
C28 0.393 -3.103 -5.023
N10 0.171 -3.632 -6.018
S1 -5.276 -2.043 -0.834
C29 -4.141 -3.219 -1.331
C30 -2.957 -2.624 -1.631
N11 -2.929 -1.258 -1.470
C31 -4.088 -0.833 -1.059
H37 -4.394 -4.264 -1.394
H38 -2.076 -3.138 -1.988
H39 -4.309 0.207 -0.855


Record 3
# C6H25NO6

A 7-piece molecular cluster, C6H25NO6 overall (wB97M-V/def2-TZVPD, OMol25).

Calculated values
**Charge**: +1
**Calculated total energy**: -749.4441 hartree
**2S+1**: 2

Atoms and positions in Å:
C1 1.335 -0.353 1.996
N1 0.230 0.563 1.928
C2 -0.590 0.491 0.713
C3 -1.391 1.788 0.514
C4 -1.987 1.850 -0.864
C5 -1.324 1.563 -1.985
C6 0.908 -1.827 2.026
H1 1.857 -0.218 2.925
H2 2.165 -0.007 1.361
H3 -0.380 0.476 2.756
H4 0.017 0.152 -0.128
H5 -1.271 -0.360 0.920
H6 -2.179 1.764 1.278
H7 -0.804 2.666 0.768
H8 -2.893 2.415 -1.038
H9 -1.747 1.836 -2.949
H10 -0.390 1.011 -2.092
H11 1.732 -2.526 1.931
H12 0.483 -1.993 3.012
H13 0.106 -2.083 1.339
H14 3.044 -1.099 -1.890
H15 2.303 -1.119 -0.673
O1 2.480 -1.723 -1.408
H16 -0.022 -2.894 -2.909
H17 0.636 -2.527 -1.719
O2 -0.130 -2.207 -2.230
H18 -3.140 -0.333 -1.704
H19 -2.119 -1.394 -2.009
O3 -2.981 -1.277 -1.589
H20 2.684 1.928 0.036
H21 3.962 1.384 -0.459
O4 3.070 1.074 -0.254
H22 -2.947 -2.037 0.526
H23 -1.555 -2.429 1.014
O5 -2.447 -2.261 1.328
H24 1.234 3.429 1.289
H25 1.584 3.719 -0.173
O6 1.980 3.559 0.694


Record 4
# C5H7N3O

An isolated molecule of C5H7N3O (wB97M-V/def2-TZVPD, OMol25).

Calculated values
**Calculated total energy**: -434.1776 hartree
**SMILES**: [H]/N=C1\N=CC(N)=C1OC
**2S+1**: 1

Atoms and positions in Å:
C1 2.289 -0.864 0.246
C2 0.022 -0.136 -0.169
C3 -1.318 -0.347 -0.102
C4 -1.946 1.005 0.064
C5 0.194 1.350 -0.146
H1 2.099 -0.758 1.305
H2 2.804 0.007 -0.127
H3 2.805 -1.811 -0.005
H4 -1.412 -2.357 -0.300
H5 -2.822 -1.569 -0.551
H6 -2.970 1.138 0.380
H7 1.044 2.998 -0.144
N1 -1.995 -1.584 0.043
N2 -1.079 1.969 0.074
N3 1.293 2.004 -0.215
O1 0.994 -1.046 -0.352